Molecular formula: C14H46FeO24P2Pd2
Method: DFT, ωB97M-V with the def2-TZVPD basis set

Structure (ORCA input):
```
! RIJCOSX wB97M-V def2-TZVPD def2/J DEFGRID3
* xyz -1 10
Pd 0.96479 0.49400 2.43522
Pd -1.89806 0.61316 0.51693
Fe 0.43933 3.19923 0.55705
P 1.65118 3.96113 2.69597
P 0.71421 -0.35133 -0.15655
O 1.55752 -0.23130 -1.44709
O -0.69571 -0.76430 -0.50670
O -1.17193 0.34424 2.55436
O 3.12483 4.00852 2.98679
O 1.11287 4.59757 3.97065
O 0.66612 -2.75014 6.36886
O 1.34704 -1.03522 1.09790
O -3.32658 -1.11162 0.23350
O 1.27393 -1.01141 4.06425
O 1.28303 4.73464 1.43418
O 1.62334 2.79172 -1.18888
O 0.42296 1.06728 0.36225
O -3.97645 1.23402 1.44566
O 3.07826 -2.29052 -2.02023
O -0.14551 4.77671 -0.91247
O 0.98139 2.60787 2.40644
O -1.64171 2.76656 0.68648
O 2.89122 -2.59729 2.47428
O 0.02412 -3.40109 1.16777
O -1.64036 -2.51367 -2.00026
O -2.08627 1.11369 -1.70076
O 3.03679 0.44550 -3.52508
O -3.20397 3.87700 -0.95642
O -0.26170 -0.14599 -3.23750
C 0.32194 -4.10980 0.05044
C -4.79755 0.08476 1.71228
C 1.07583 3.31929 -2.39494
C -1.41846 -2.12527 -3.37706
C -0.11470 -1.46512 -3.60096
C 0.26516 4.63910 -2.22995
C 3.25003 -3.63920 1.68851
C 3.44169 -0.83022 -4.01265
C -2.69985 2.07819 -2.54480
C -4.69764 -0.88012 0.55794
C 4.02884 -1.73549 -2.92553
C -3.79766 2.83524 -1.73154
C 1.87921 -2.20711 6.12131
C 1.79240 -0.92033 5.33855
H -4.48898 2.27145 -1.10520
H -1.60332 0.40469 -2.13168
H 2.64384 -4.52847 1.86119
H -5.16803 -1.84934 0.72364
H -2.55591 3.06910 0.85151
H 4.25892 -0.67799 -4.71767
H 1.96568 3.42728 -3.01512
H -1.44021 -3.01793 -4.00219
H 0.42978 -2.54810 0.99616
H 0.48833 2.51412 -2.83613
H -2.67263 3.56071 -0.22209
H 2.84042 -0.62592 5.28312
H 0.70762 -1.90330 -3.03537
H -3.07381 1.40229 -3.31383
H -1.08000 -1.92782 -1.48610
H 2.44448 0.25618 -2.79370
H 2.32426 -2.03410 1.94234
H 0.78372 5.50462 -2.64235
H -3.04185 -2.00693 0.43090
H 2.54360 -1.59136 -1.63692
H -3.94689 1.70137 2.28369
H 0.35000 -0.10905 -2.49854
H -5.77732 0.38529 2.08352
H -2.00679 2.83654 -2.90906
H 4.29362 -3.74816 1.98372
H 2.62896 -2.90323 5.74529
H -2.25476 -1.44864 -3.55281
H 1.15610 -1.93191 3.81848
H 0.71560 -5.09838 0.28680
H -1.74592 -0.11885 3.19515
H 4.65774 -2.57663 -3.21719
H -5.11889 -0.55604 -0.39370
H 2.28109 -1.91759 7.09228
H -0.63313 5.60237 -0.86655
H -0.61878 -4.38687 -0.42535
H -4.31576 -0.42832 2.54459
H -0.63910 4.56098 -2.83352
H 4.59158 -1.03527 -2.30819
H 0.84839 -3.64684 -0.78420
H -4.48058 3.14811 -2.52138
H 0.30022 -3.00867 5.51981
H 1.22899 -0.18083 5.90761
H 1.71940 1.84602 -1.32314
H 0.18031 -1.47288 -4.65025
H 2.51371 -1.23831 -4.41317
H 3.09235 -3.44622 0.62737
*
```

Summary:
- E_tot (eV) = -124329.329
- orbital gap (alpha / beta) (eV) = 7.62 / 6.20
- lowest unoccupied orbital energy (alpha / beta) (eV) = 1.94 / 1.52
- expectation value of S² = 24.77